16
Properties=species:S:1:pos:R:3:nbo_charge:R:1 method="wB97M-V/def2-TZVPD" gap_ev=8.34 total_energy_ha=-333.09469 de_lowest_kj_mol=347.5 total_charge=0 lumo_ev=-0.07
H 1.747 -0.941 -0.742 0.2391
C 0.020 -0.153 0.122 -0.3026
B -0.589 -1.625 0.122 1.0726
H 1.864 0.800 -0.563 0.2157
H -1.833 0.896 0.835 0.2188
H 0.110 2.805 -0.274 0.1820
H -1.502 2.954 0.488 0.1821
H 0.952 -0.406 1.766 0.0242
O -1.847 -1.835 0.584 -0.8689
H 0.717 0.044 -1.856 0.2100
H -2.127 -2.734 0.274 0.4810
H -0.057 -3.420 -0.713 0.4995
C -0.850 0.991 0.391 -0.2538
C 1.200 -0.004 -0.838 -0.6563
C -0.598 2.285 0.180 -0.3421
O 0.262 -2.531 -0.361 -0.9012